1.
{"formula": "C44H36IMgN5Si", "method": "ωB97M-V/def2-TZVPD", "e_homo_ev": [-0.4, 0.2], "homo_lumo_gap_ev": [3.90, 3.32], "total_charge": -2, "e_lumo_ha": [0.129, 0.129], "multiplicity": 1, "elements": ["Mg", "C", "C", "C", "C", "C", "C", "C", "C", "C", "C", "C", "C", "C", "C", "C", "N", "H", "H", "H", "H", "H", "H", "H", "H", "H", "H", "C", "C", "C", "C", "C", "C", "Si", "C", "C", "C", "C", "C", "C", "H", "H", "H", "H", "H", "H", "H", "H", "H", "H", "H", "C", "H", "H", "I", "C", "C", "C", "C", "N", "C", "H", "H", "H", "H", "C", "C", "N", "C", "C", "C", "C", "C", "C", "C", "C", "N", "C", "N", "H", "H", "H", "H", "H", "H", "H", "H", "H"], "xyz": [[-0.1031, -0.1769, 0.0889], [3.2882, 2.8638, 0.3380], [2.7234, 3.5447, 1.4140], [1.3430, 3.4911, 1.5699], [0.5162, 2.8164, 0.6796], [1.0756, 2.1744, -0.4640], [2.4882, 2.1939, -0.5677], [-0.9395, 2.7252, 0.9615], [-1.6670, 3.8404, 1.3101], [-3.0310, 3.7406, 1.6154], [-3.6391, 2.4657, 1.6158], [-4.9933, 2.2444, 1.9258], [-5.5328, 0.9612, 1.9854], [-4.7170, -0.1326, 1.7430], [-3.3771, 0.0591, 1.4032], [-2.8070, 1.3355, 1.2960], [-1.5003, 1.4744, 0.9105], [4.3655, 2.8523, 0.2055], [3.3412, 4.0671, 2.1341], [0.8847, 3.9552, 2.4374], [2.9401, 1.6743, -1.4065], [-1.1693, 4.8027, 1.3205], [-3.6168, 4.6174, 1.8679], [-5.6145, 3.1072, 2.1479], [-6.5764, 0.8199, 2.2448], [-5.1049, -1.1408, 1.8385], [-2.7311, -0.8000, 1.2810], [3.3179, -4.8118, 2.6307], [3.5897, -3.6625, 3.3592], [2.6798, -2.6110, 3.3741], [1.4771, -2.6638, 2.6631], [1.2288, -3.8414, 1.9488], [2.1242, -4.9003, 1.9264], [0.3292, -1.1272, 2.5171], [-1.2474, -1.6680, 3.4626], [-1.9863, -2.7867, 3.0603], [-3.1622, -3.1600, 3.6929], [-3.6523, -2.4018, 4.7488], [-2.9454, -1.2835, 5.1639], [-1.7569, -0.9320, 4.5342], [4.0332, -5.6251, 2.5988], [4.5189, -3.5800, 3.9132], [2.9163, -1.7159, 3.9404], [0.3151, -3.9347, 1.3704], [1.9056, -5.7802, 1.3326], [0.9807, -0.2310, 3.5346], [-1.6430, -3.3830, 2.2187], [-3.7072, -4.0329, 3.3499], [-4.5835, -2.6730, 5.2325], [-3.3239, -0.6754, 5.9782], [-1.2202, -0.0517, 4.8709], [0.2667, 1.4667, -1.4185], [-0.7456, 1.8375, -1.5601], [0.7765, 1.1734, -2.3339], [-2.3600, -5.6614, -0.5573], [-2.5757, -3.6406, -0.9803], [-3.7853, -3.1065, -1.4034], [-3.8646, -1.7503, -1.6534], [-2.7356, -0.9682, -1.4473], [-1.5802, -1.4864, -1.0447], [-1.4897, -2.7980, -0.8198], [-4.6522, -3.7435, -1.5235], [-4.7914, -1.2872, -1.9607], [-2.7549, 0.1060, -1.5846], [-0.5223, -3.1738, -0.5084], [3.5999, -2.6541, -0.5972], [2.6870, -1.7128, -0.1479], [1.6011, -1.3887, -0.8607], [1.4260, -1.9821, -2.0376], [2.2509, -2.9878, -2.5706], [3.3840, -3.3051, -1.7962], [1.9329, -3.5335, -3.8653], [2.3332, -4.7055, -4.5000], [2.8641, -5.9209, -4.0249], [3.2400, -6.9524, -4.9428], [3.7020, -8.1355, -4.4568], [3.8268, -8.4061, -3.1294], [3.4378, -7.3947, -2.3516], [2.9737, -6.2056, -2.6823], [4.4656, -2.8855, 0.0104], [2.8105, -1.2094, 0.8019], [0.5600, -1.6508, -2.6037], [4.0743, -4.0547, -2.1477], [1.3074, -2.8791, -4.4679], [2.1166, -4.7316, -5.5665], [3.1563, -6.7882, -6.0112], [3.9961, -8.9309, -5.1374], [3.5103, -7.5794, -1.2798]], "forces_ev_per_a": [[0.0116, 0.7525, -0.4767], [-0.0295, -0.0107, 0.0147], [-0.0051, -0.0236, -0.0379], [0.0085, 0.0019, 0.0787], [-0.0303, -0.0132, 0.0292], [-0.0269, -0.0584, -0.0999], [0.0152, 0.0447, 0.0040], [0.0699, -0.0625, -0.0438], [-0.0692, 0.0826, -0.0306], [0.0060, 0.0343, -0.0082], [0.0763, -0.0621, -0.0438], [-0.0441, -0.0486, 0.0252], [0.0140, 0.0765, -0.0015], [0.0515, -0.0159, -0.0216], [-0.0340, -0.0553, 0.0300], [-0.1244, 0.0960, 0.0118], [0.0803, -0.2951, 0.1013], [0.0026, 0.0038, 0.0004], [0.0038, -0.0026, 0.0015], [-0.0079, 0.0034, -0.0094], [0.0118, 0.0116, -0.0024], [0.0187, -0.0074, 0.0041], [-0.0009, 0.0021, -0.0068], [-0.0016, 0.0013, -0.0036], [-0.0037, 0.0080, 0.0020], [0.0172, -0.0036, -0.0030], [0.0060, -0.0350, -0.0428], [-0.0023, -0.0139, -0.0143], [-0.0038, 0.0210, 0.0003], [0.0146, 0.0002, -0.0013], [-0.0234, -0.0059, 0.0523], [0.0063, 0.0022, 0.0214], [-0.0108, -0.0065, 0.0118], [0.0146, -0.3682, 0.1721], [0.0363, -0.0446, 0.0301], [0.0271, -0.0145, -0.0350], [-0.0345, 0.0272, -0.0059], [-0.0165, -0.0096, 0.0037], [0.0366, 0.0199, 0.0003], [-0.0488, 0.0201, -0.0259], [-0.0016, -0.0035, 0.0024], [-0.0001, 0.0021, 0.0012], [-0.0021, -0.0032, 0.0019], [0.0212, 0.0006, -0.0272], [-0.0013, 0.0010, -0.0004], [-0.0321, 0.0649, -0.0041], [-0.0063, -0.0023, 0.0323], [0.0053, -0.0060, -0.0030], [0.0005, -0.0021, 0.0044], [0.0001, 0.0013, -0.0055], [-0.0011, 0.0040, 0.0041], [-0.0260, -0.2587, 0.0384], [0.0135, 0.0855, -0.0454], [0.0039, 0.0647, -0.0217], [-0.0048, -0.0742, 0.0177], [0.0576, 0.1517, -0.0306], [-0.0786, -0.0975, -0.0060], [0.1228, 0.0951, 0.0126], [-0.1041, -0.0270, -0.0468], [0.1634, 0.0384, 0.3752], [-0.1660, -0.0420, -0.0657], [0.0081, 0.0028, -0.0026], [-0.0114, -0.0188, 0.0001], [0.0177, 0.0109, 0.0326], [0.0148, 0.0293, 0.0173], [0.0036, 0.0112, -0.0348], [0.0469, 0.0388, -0.0029], [-0.0273, -0.1356, 0.0456], [-0.0472, 0.0843, 0.0451], [0.0126, -0.0380, -0.1407], [-0.0431, -0.0524, 0.0435], [0.0112, 0.0111, 0.0917], [0.0146, -0.0009, -0.0244], [-0.0449, 0.0004, 0.0161], [0.0023, 0.0184, 0.0090], [0.0056, -0.0201, 0.0246], [-0.0065, 0.0008, -0.0557], [-0.0116, 0.0481, 0.0281], [0.0787, 0.0638, -0.0033], [-0.0030, -0.0017, 0.0042], [0.0032, -0.0104, -0.0199], [-0.0171, -0.0179, 0.0099], [0.0221, -0.0778, -0.0122], [-0.0165, 0.0044, 0.0087], [-0.0007, 0.0062, -0.0055], [0.0065, 0.0076, -0.0001], [0.0037, -0.0091, 0.0132], [0.0021, -0.0005, -0.0018]], "mulliken_charge": [2.3224, -0.6113, -0.8744, -0.7240, 0.4372, 1.0557, -0.8006, 0.0170, -0.3282, -1.6300, 1.1029, -0.6749, -0.7992, -1.0246, 0.3339, -0.8751, 0.4445, 0.3536, 0.3540, 0.4599, 0.2975, 0.5097, 0.2937, 0.3255, 0.3656, 0.4753, 0.1587, -0.3982, -0.6134, -0.1911, -0.0804, 0.3564, -0.9706, 0.9088, 0.2961, 0.2429, -0.8417, -0.4186, -0.5707, -0.3666, 0.3647, 0.3490, 0.2952, 0.0047, 0.4067, -0.5772, -0.0376, 0.3965, 0.3566, 0.3594, 0.2957, -1.6227, 0.2877, 0.4515, 0.0770, -0.6640, -0.1362, -0.9498, -0.3863, 0.5190, -0.1424, 0.3722, 0.4460, 0.3671, 0.3423, -1.1543, -0.8934, 0.3450, -0.9601, 0.4777, 0.0079, -0.8274, -0.8326, 0.9473, -0.7883, -0.1409, -0.7916, -0.0543, -0.3847, 0.3899, 0.9502, 0.2627, 0.4554, 0.2988, 0.1496, 0.2952, 0.3591, 0.3960]}

=====

2.
{"formula": "C44H36N3O5PrTe", "method": "ωB97M-V/def2-TZVPD", "e_homo_ev": [-7.8, -7.8], "homo_lumo_gap_ev": [7.05, 7.10], "e_lumo_ha": [-0.028, -0.027], "multiplicity": 3, "elements": ["Pr", "C", "O", "C", "C", "C", "C", "C", "C", "N", "N", "C", "O", "C", "C", "C", "C", "C", "C", "C", "O", "H", "H", "H", "H", "H", "H", "H", "H", "H", "H", "H", "H", "C", "C", "C", "C", "C", "O", "C", "C", "C", "C", "C", "C", "C", "O", "C", "C", "C", "N", "C", "C", "Te", "C", "C", "C", "C", "C", "C", "C", "C", "C", "C", "C", "C", "H", "H", "H", "H", "H", "H", "H", "H", "H", "H", "H", "H", "H", "H", "H", "H", "H", "H", "H", "H", "H", "H", "H", "H"], "xyz": [[0.7322, 0.7003, -0.7183], [5.1061, -0.3152, -1.1005], [5.6675, 0.9749, -1.0589], [4.9447, 2.0722, -1.4550], [5.7327, 3.1702, -1.7436], [5.1887, 4.3639, -2.1951], [3.8235, 4.4740, -2.2868], [2.9826, 3.4098, -1.9213], [1.5627, 3.6673, -1.9439], [0.6851, 2.8650, -1.4670], [-0.6465, 3.2465, -1.5552], [-1.4873, 2.2553, -1.6423], [-1.1632, 1.0000, -1.7185], [-2.9170, 2.6300, -1.7484], [-3.3503, 3.8965, -1.3631], [-4.6801, 4.2419, -1.5110], [-5.5859, 3.3313, -2.0351], [-5.1592, 2.0747, -2.4208], [-3.8260, 1.7223, -2.2780], [3.5270, 2.1457, -1.5473], [2.7743, 1.0868, -1.3315], [4.3911, -0.4688, -0.2959], [5.9481, -0.9948, -0.9745], [4.6286, -0.5106, -2.0615], [6.8098, 3.0561, -1.6255], [5.8374, 5.1869, -2.4706], [3.3759, 5.4017, -2.6288], [1.2251, 4.6059, -2.3753], [-2.6317, 4.5958, -0.9537], [-5.0116, 5.2304, -1.2070], [-6.6296, 3.6029, -2.1386], [-5.8655, 1.3670, -2.8381], [-3.4629, 0.7528, -2.5823], [1.4471, -4.2924, 4.1556], [1.2136, -2.9729, 3.4822], [1.5394, -1.7655, 4.0712], [1.3407, -0.5384, 3.4348], [1.7049, 0.6744, 4.2060], [2.5336, 0.6163, 5.0950], [1.0115, 1.9594, 3.9082], [-0.3232, 2.0165, 3.5247], [-0.9388, 3.2420, 3.3316], [-0.2314, 4.4177, 3.5393], [1.0945, 4.3672, 3.9377], [1.7111, 3.1416, 4.1251], [0.8785, -0.5069, 2.1016], [0.7739, 0.5997, 1.4040], [0.5125, -1.7532, 1.5169], [0.6555, -2.9390, 2.2067], [-0.0922, -1.7103, 0.1494], [0.5603, -1.7358, -0.9626], [1.9598, -2.1129, -0.9886], [2.0865, -3.3770, -1.8229], [1.1611, -5.0883, -0.8827], [-0.8240, -4.7741, -1.6091], [-1.8973, -4.9306, -0.7428], [-3.1974, -4.8220, -1.2112], [-3.4341, -4.5425, -2.5427], [-2.3659, -4.3797, -3.4118], [-1.0669, -4.5029, -2.9480], [-1.5512, -1.4890, 0.0661], [-2.1926, -1.6361, -1.1667], [-3.5553, -1.4496, -1.2675], [-4.2964, -1.1136, -0.1472], [-3.6722, -0.9916, 1.0842], [-2.3057, -1.1804, 1.1986], [1.9252, -4.1612, 5.1305], [2.0979, -4.9230, 3.5421], [0.5105, -4.8313, 4.3009], [1.9541, -1.7403, 5.0776], [-0.8879, 1.0988, 3.3938], [-1.9826, 3.2841, 3.0382], [-0.7156, 5.3811, 3.3885], [1.6508, 5.2821, 4.1151], [2.7465, 3.0883, 4.4467], [0.3481, -3.8620, 1.7371], [2.3701, -2.2616, 0.0090], [2.5241, -1.3246, -1.4884], [3.1434, -3.6361, -1.9719], [1.6258, -3.2291, -2.7980], [-1.7190, -5.1437, 0.3083], [-4.0238, -4.9510, -0.5235], [-4.4515, -4.4503, -2.9062], [-2.5440, -4.1796, -4.4620], [-0.2410, -4.3939, -3.6410], [-1.6030, -1.9211, -2.0285], [-4.0482, -1.5792, -2.2234], [-5.3644, -0.9567, -0.2254], [-4.2526, -0.7455, 1.9696], [-1.8293, -1.1133, 2.1693]], "forces_ev_per_a": [[1.1842, -0.5625, -0.0991], [0.1064, -0.2870, -0.0402], [-0.1521, 0.3397, 0.0730], [0.0094, -0.0496, 0.0189], [0.2262, -0.0613, -0.0422], [0.0559, 0.1134, -0.0129], [-0.1642, 0.1154, 0.0498], [0.3583, -0.2322, -0.0196], [-0.1030, -0.0714, 0.0306], [-0.0875, 1.0478, -0.7554], [-0.2822, 0.7320, 0.0595], [0.0882, 0.5144, -0.3741], [-1.3781, 0.4047, -0.9667], [-0.1566, 0.0389, 0.0181], [0.0702, 0.0012, 0.0310], [-0.0408, 0.2475, 0.1508], [-0.2224, 0.1191, 0.0250], [0.0194, -0.2080, -0.0699], [0.1242, 0.0723, 0.0067], [0.5825, 0.3556, -0.3038], [0.6938, 0.6142, -0.1723], [-0.0451, -0.0551, 0.0376], [-0.0251, -0.0316, 0.0065], [-0.0347, -0.0397, -0.0238], [-0.2365, -0.0190, -0.0765], [-0.0765, -0.0359, 0.0586], [-0.0271, -0.0574, 0.0671], [-0.0721, 0.1121, -0.0245], [-0.0528, -0.0475, -0.0473], [-0.0009, -0.1194, -0.0422], [0.0273, 0.0145, -0.0170], [0.0157, 0.0032, 0.0012], [-0.0215, -0.0186, -0.0197], [0.1538, -0.0822, 0.1523], [-0.0086, 0.0695, -0.0096], [-0.0396, -0.0514, 0.1401], [0.0232, -0.3674, -0.2879], [0.0825, 0.1773, 0.0213], [-0.0437, 0.0346, -0.1145], [0.0306, 0.2933, 0.2649], [-0.0874, -0.0429, 0.0431], [-0.2049, -0.0382, 0.0737], [-0.0979, 0.2558, -0.1113], [0.1330, 0.1130, 0.0291], [0.1630, -0.0165, 0.0407], [-0.0287, -0.8499, 0.5960], [-0.1218, 0.0130, 1.1074], [0.1623, 0.1109, 0.1983], [0.0442, 0.1146, 0.1395], [-0.3143, -0.8484, 0.1285], [-0.2257, -0.9182, 0.3947], [-0.0726, -0.1946, 0.0260], [0.2020, -0.2728, 0.1203], [-0.2039, 0.0772, -0.5059], [0.3964, -0.0894, 0.1472], [0.1424, -0.0992, 0.2991], [-0.0683, -0.1063, 0.1899], [-0.1757, -0.0112, -0.1770], [-0.0714, 0.0071, -0.1313], [0.2042, 0.0322, -0.1451], [-0.0643, -0.0325, -0.0728], [0.0293, -0.0443, 0.0176], [0.0039, -0.0964, -0.1432], [-0.0577, 0.0089, 0.1203], [-0.1197, 0.1354, 0.3289], [0.0349, -0.0645, 0.0132], [-0.0890, -0.0314, -0.1279], [-0.0485, 0.0110, 0.0881], [-0.0198, -0.0501, 0.0463], [-0.0519, -0.0002, -0.1756], [0.0587, 0.0775, -0.0426], [0.0815, -0.0202, 0.0046], [0.0667, -0.1984, 0.0307], [-0.0691, -0.0777, -0.0543], [-0.1238, -0.0308, -0.0205], [-0.0140, -0.0589, -0.0528], [0.1407, -0.0058, 0.1323], [0.1467, 0.1516, -0.0643], [-0.2937, 0.0135, 0.0492], [-0.0030, -0.0907, -0.0112], [-0.0482, 0.0514, -0.0993], [-0.0011, 0.0244, -0.0062], [0.0586, -0.0202, 0.0077], [0.0124, 0.0283, 0.0396], [-0.0158, -0.0341, -0.0107], [-0.0829, 0.0675, 0.0322], [0.0328, 0.0044, 0.0183], [-0.0121, -0.0020, -0.0161], [0.0659, -0.0331, -0.1439], [0.0267, 0.0575, -0.0443]], "mulliken_charge": [0.3073, -0.4569, -0.5256, 0.1801, -0.5131, -0.7094, -0.9829, 0.7704, -0.4166, 0.5431, -1.1041, 0.4977, -0.5782, 0.4249, -0.3566, -0.6648, -0.3949, -0.7511, -0.2635, 0.6243, -0.3653, 0.0997, 0.3488, 0.2556, 0.4191, 0.3820, 0.3823, 0.3476, 0.4566, 0.3838, 0.3923, 0.4248, 0.5381, -1.7271, 0.2989, -0.6476, 1.1443, -0.0843, -0.6412, 0.5406, 0.0573, -0.6771, -0.4523, -0.6235, -0.5504, 0.9226, -0.5980, -1.0025, -0.2427, -0.0089, 0.5771, 0.3230, -1.6729, 0.2794, 0.1481, -0.2616, -0.4251, -0.4794, -0.6125, -0.4485, 1.3303, -0.3193, -1.3059, -0.6700, -1.0875, -0.6445, 0.3503, 0.3332, 0.3356, 0.4484, 0.3235, 0.4365, 0.3972, 0.3973, 0.4396, 0.3283, 0.2564, -0.0017, 0.6325, 0.3686, 0.3754, 0.4199, 0.4062, 0.3827, 0.4188, 0.6040, 0.7120, 0.5057, 0.4434, 0.5520]}